# C2H4N2S

C2H4N2S as an isolated structure in a non-equilibrium geometry (the ωB97M-V functional and the def2-TZVPD basis, OMol25).

Last column: Löwdin charge in e.
Geometry (Å):
1 C -2.537934 0.900258 -0.037419  -0.082
2 C 1.079962 -0.084899 0.684759  -0.606
3 N -2.672269 -0.225195 -0.107670  0.052
4 N 0.524266 -1.111506 0.094309  -0.143
5 S 2.492393 0.164003 -0.219075  0.704
6 H -2.297966 1.949868 -0.045891  0.061
7 H -0.400826 -1.459829 0.416248  0.077
8 H 0.750155 -1.461369 -0.874437  0.093
9 H 3.062222 1.328669 0.089176  -0.156

Atomic forces in eV per Å
C 0.570 1.432 -0.155
C -0.159 0.408 0.447
N -0.279 -1.156 0.039
N -2.154 -1.436 -0.917
S 1.573 -0.049 -1.416
H -0.239 -0.321 0.140
H 1.077 0.536 -0.182
H 0.059 0.354 1.320
H -0.449 0.232 0.724

Summary:
M   88.14 u
Calculated total energy   -15951.541 eV
HOMO-LUMO gap   9.603 eV
ΔE to the lowest compared entry with this formula, charge and spin   2.3421 eV


# C2H4N2S2

A 2-piece molecular cluster, C2H4N2S2 overall in a non-equilibrium geometry (the ωB97M-V functional and the def2-TZVPD basis, OMol25).

Last column: Löwdin charge in e.
Geometry (Å):
1 S 2.391288 1.819557 -0.018396  0.595
2 N 1.697551 0.400261 0.043409  -0.640
3 N 1.767657 -0.764207 0.070177  -0.578
4 S 1.037977 -2.109571 -0.059726  0.693
5 C -0.874812 0.697808 -0.024087  -0.152
6 C -1.540174 -0.433378 0.067041  -0.143
7 H -0.593617 1.161312 -1.050276  0.091
8 H -0.449541 1.157122 0.892940  0.054
9 H -1.695724 -0.897830 0.953817  0.006
10 H -1.740607 -1.031071 -0.874903  0.074

Atomic forces in eV per Å
S -0.006 0.594 -0.008
N 1.529 -1.061 0.131
N -0.875 2.360 -0.118
S -0.283 -2.072 -0.037
C 1.278 1.615 -1.006
C 0.623 -0.439 -4.046
H -0.610 -0.734 2.028
H -0.694 0.104 -0.815
H -0.703 -1.271 2.602
H -0.260 0.903 1.268

Summary:
M   120.20 u
Calculated total energy   -26785.232 eV
HOMO-LUMO gap   7.336 eV
ΔE to the lowest compared entry with this formula, charge and spin   4.7828 eV
SMILES   S=NN=S.C=C


# C2H4N2S2

One molecule with the formula C2H4N2S2 in a non-equilibrium geometry (the ωB97M-V functional and the def2-TZVPD basis, OMol25).

Last column: Löwdin charge in e.
Geometry (Å):
1 H -2.750323 -0.289481 0.578531  0.138
2 N -1.944051 -0.155878 -0.329758  0.051
3 C -0.847986 -0.564846 0.394248  -0.327
4 N 0.417500 -0.094734 -0.168832  -0.606
5 S 1.858770 -1.049423 -0.182473  0.726
6 C 0.628663 1.289626 -0.184012  -0.717
7 S -0.470575 2.608900 -0.257640  0.550
8 H -0.598516 -1.103196 1.489486  0.166
9 H 1.923005 -1.968199 -1.398952  -0.042
10 H 1.783512 1.327231 0.059402  0.060

Atomic forces in eV per Å
H 2.281 0.231 -3.636
N 1.570 -2.559 7.758
C -1.598 1.106 -1.806
N -0.912 -0.199 -0.192
S -0.004 -1.585 -0.916
C 0.650 1.323 0.661
S 2.433 -2.854 0.198
H -1.384 1.364 -2.962
H -0.884 2.111 1.912
H -2.153 1.061 -1.016

Summary:
M   120.20 u
Calculated total energy   -26785.246 eV
HOMO-LUMO gap   8.463 eV
ΔE to the lowest compared entry with this formula, charge and spin   4.7688 eV
SMILES   [H]/N=C/N(S)C=S


# C2H4N2S2

C2H4N2S2 as an isolated structure in a non-equilibrium geometry (the ωB97M-V functional and the def2-TZVPD basis, OMol25).

Last column: Löwdin charge in e.
Geometry (Å):
1 C 0.578365 0.799973 -0.141500  -0.356
2 C -1.871507 0.278793 -0.271458  -0.728
3 H 3.244846 -1.387131 1.347222  0.110
4 H 0.362487 1.842887 0.040103  0.120
5 H -0.408965 -1.204604 0.305250  0.085
6 H -1.988634 1.314062 -0.594102  0.064
7 N 1.743023 0.474405 -0.270500  -0.437
8 N -0.555306 -0.139009 0.136776  -0.119
9 S 1.910578 -1.139307 -0.354366  0.615
10 S -3.014888 -0.840072 -0.197428  0.646

Atomic forces in eV per Å
C -5.566 -0.519 2.109
C 2.674 -1.728 1.218
H -2.075 0.405 -2.820
H -0.610 0.235 -0.448
H -0.227 2.781 -0.564
H 0.194 -0.152 0.116
N 3.311 0.210 -0.412
N -0.309 1.921 -1.414
S 3.716 -3.130 2.437
S -1.108 -0.023 -0.222

Summary:
M   120.20 u
Calculated total energy   -26784.642 eV
HOMO-LUMO gap   7.061 eV
ΔE to the lowest compared entry with this formula, charge and spin   5.3728 eV


# C2H4N2S2

One molecule with the formula C2H4N2S2 (the ωB97M-V functional and the def2-TZVPD basis, OMol25).

Last column: Löwdin charge in e.
Geometry (Å):
1 N -0.551205 -1.974039 -0.122092  -0.028
2 C 0.405221 -1.226071 -0.635037  -0.653
3 S 0.836982 -1.477184 -2.282443  0.501
4 S 1.617404 0.463371 -2.300780  0.491
5 C 0.460328 0.872332 -1.079322  -0.644
6 N 0.756052 1.888064 -0.290581  -0.032
7 H -0.793926 -1.836031 0.847797  0.094
8 H -1.072829 -2.690125 -0.614313  0.091
9 H 1.613564 2.429366 -0.326278  0.090
10 H 0.088659 2.164532 0.410429  0.091

Atomic forces in eV per Å
N -0.217 -0.409 0.091
C 0.267 0.377 0.383
S 0.072 -0.159 -0.234
S 0.166 0.067 -0.218
C -0.523 -0.270 0.096
N 0.298 0.452 -0.032
H 0.112 -0.135 -0.106
H -0.127 0.182 -0.028
H -0.002 -0.172 0.162
H -0.045 0.067 -0.115

Summary:
M   120.20 u
Calculated total energy   -26785.967 eV
HOMO-LUMO gap   7.366 eV
ΔE to the lowest compared entry with this formula, charge and spin   4.0472 eV
SMILES   NC#S#S#CN


# C2H4N2S2

One molecule with the formula C2H4N2S2 in a non-equilibrium geometry (the ωB97M-V functional and the def2-TZVPD basis, OMol25).

Last column: Löwdin charge in e.
Geometry (Å):
1 N -1.305637 -0.121584 -0.866547  -0.027
2 N -1.135016 -0.811182 0.264368  -0.058
3 C 0.031184 -0.801899 0.797511  -0.275
4 C 1.193027 -0.152084 0.045196  -1.217
5 S 2.456084 -1.040544 -0.365337  0.694
6 S 1.294802 1.613593 0.006341  0.754
7 H -2.249929 -0.166480 -1.230989  0.091
8 H -0.772048 0.777037 -1.075122  0.072
9 H 0.297220 -1.191192 1.759800  0.096
10 H 0.190313 1.894337 0.664778  -0.129

Atomic forces in eV per Å
N 0.100 1.395 -1.516
N 0.470 -0.117 1.330
C 0.261 1.434 -1.886
C -0.269 0.228 1.943
S 0.404 -0.301 -0.603
S 0.668 -0.288 -0.632
H 0.356 0.133 0.323
H -0.899 -1.884 0.477
H -0.395 -0.632 0.168
H -0.697 0.031 0.394

Summary:
M   120.20 u
Calculated total energy   -26787.354 eV
HOMO-LUMO gap   8.329 eV
ΔE to the lowest compared entry with this formula, charge and spin   2.6604 eV
SMILES   N/N=C\C(=S)S


| no. | HOMO level (eV) |
| --- | --- |
| 1 | -8.660 |
| 2 | -8.614 |
| 3 | -8.613 |
| 4 | -8.907 |
| 5 | -6.970 |
| 6 | -8.896 |